Computed, not measured: C5H4BeO4 as an isolated structure in a non-equilibrium geometry, with the ωB97M-V functional and the def2-TZVPD basis.

Results
- Net charge: +2
- Largest force on an atom: 15.5 eV Å⁻¹
- E_tot: -507.68580 hartree

```
14
Properties=species:S:1:pos:R:3:lowdin_charge:R:1
O 2.963 -1.515 -0.692 0.30
O -1.460 -0.338 -1.669 0.25
O -1.258 0.128 0.450 0.13
O -0.224 1.361 -1.096 0.10
C 1.497 0.230 0.317 0.13
C 2.313 -0.592 -0.180 -0.06
C -2.380 -0.956 0.510 -0.01
C -1.138 0.572 -0.837 -0.41
C -3.290 -1.620 0.936 0.27
Be 0.939 1.112 -1.052 0.63
H -2.109 -1.061 -1.242 0.20
H 3.625 -1.249 -1.361 0.21
H 1.712 1.004 1.058 0.16
H -4.098 -2.185 1.366 0.10
```

Computed, not measured: C5H4BiO2 as an isolated structure in a non-equilibrium geometry, with the ωB97M-V functional and the def2-TZVPD basis.

Results
- Largest force on an atom: 1.4 eV Å⁻¹
- E_tot: -557.72887 hartree
- Spin multiplicity: 2
- Expectation value of S²: 0.775

```
12
Properties=species:S:1:pos:R:3:mulliken_spin:R:1
Bi -0.323 -1.631 -1.451 0.79
O -0.735 2.518 -0.302 0.01
O -1.385 -0.729 1.129 0.07
C 0.686 0.682 -0.645 -0.02
C -1.281 0.599 0.975 0.05
C -0.407 -1.728 0.746 -0.04
C -0.454 1.172 0.032 0.15
C 1.597 0.245 -1.350 0.01
H -0.758 -2.657 1.227 -0.01
H 0.603 -1.497 1.141 0.01
H -0.116 3.044 0.219 0.00
H 2.573 -0.018 -1.722 -0.01
```

Computed, not measured: one molecule with the formula C5H4Br2O2 in a non-equilibrium geometry, with the ωB97M-V functional and the def2-TZVPD basis.

Results
- Largest force on an atom: 3.9 eV Å⁻¹
- E_tot: -5491.29514 hartree

```
13
Properties=species:S:1:pos:R:3:lowdin_charge:R:1
Br -1.244 -2.059 0.973 0.97
Br 2.454 -0.007 0.963 0.66
O -1.327 0.537 -0.616 -0.10
O -0.204 1.617 1.969 0.06
C -0.250 -0.533 0.829 -0.64
C -0.780 0.607 1.615 -0.33
C -0.436 0.635 -1.567 -0.20
C 0.720 -0.046 -1.395 -0.15
C 0.895 -0.752 -0.127 -0.67
H -1.801 0.527 1.828 0.10
H 1.613 -0.020 -1.934 0.08
H -0.840 1.310 -2.318 0.14
H 1.201 -1.816 -0.220 0.08
```

Computed, not measured: C5H4BrF8OPt2 as an isolated structure in a non-equilibrium geometry, with the ωB97M-V functional and the def2-TZVPD basis.

Results
- Net charge: +3
- Largest force on an atom: 2.1 eV Å⁻¹
- E_tot: -3878.18787 hartree
- Spin multiplicity: 5
- Expectation value of S²: 6.017

```
21
Properties=species:S:1:pos:R:3:mulliken_spin:R:1
Pt 16.440 -11.634 1.194 1.13
Pt 14.843 -15.802 1.666 1.20
Br 15.631 -13.850 0.221 0.67
F 18.166 -12.123 -2.988 0.04
F 16.256 -12.506 -4.850 0.03
F 15.922 -13.798 -3.085 0.01
F 20.491 -16.315 -2.529 0.00
F 21.673 -14.871 -0.420 0.00
F 21.164 -14.749 -3.866 0.02
F 18.978 -13.143 -4.678 0.06
F 23.057 -15.625 -1.979 0.00
O 19.799 -14.169 -2.223 0.48
C 16.676 -13.566 -4.186 0.08
C 22.097 -14.754 -1.690 0.01
C 18.569 -14.444 -2.683 0.08
C 18.142 -13.262 -3.690 0.13
C 20.908 -15.070 -2.621 -0.02
H 18.516 -15.421 -3.173 -0.01
H 22.444 -13.731 -1.890 0.00
H 16.684 -14.414 -4.884 0.00
H 17.858 -14.471 -1.823 0.08
```